1.
This record from the OMol25 dataset describes a cluster of 2 separate species, C2H6OS2 in total. The level of theory is ωB97M-V/def2-TZVPD.

```
11
Properties=species:S:1:pos:R:3
C 0.331 3.090 0.258
C 0.334 2.604 -1.168
O -0.095 3.249 -2.086
H 0.018 2.311 0.949
H -0.333 3.947 0.323
H 1.343 3.419 0.517
H 0.778 1.613 -1.362
S 0.441 -5.034 1.008
S -1.367 -4.238 0.539
H 0.687 -5.775 -0.078
H -2.138 -5.185 1.098
```

## Properties
**HOMO level**: -9.84 eV
**SMILES**: CC=O.SS

=====

2.
This record from the OMol25 dataset describes an isolated molecule of C2H6OSSi. The level of theory is ωB97M-V/def2-TZVPD.

```
11
Properties=species:S:1:pos:R:3
C 1.816 -0.729 -0.037
C 0.627 0.174 -0.038
S 0.760 1.791 0.056
O -0.544 -0.407 -0.114
Si -1.992 0.399 0.035
H 2.452 -0.506 -0.893
H 2.406 -0.549 0.861
H 1.500 -1.770 -0.070
H -2.125 1.441 -0.972
H -2.068 0.916 1.394
H -2.832 -0.762 -0.222
```

## Properties
**HOMO level**: -8.91 eV
**SMILES**: CC(=S)O[SiH3]

=====

3.
This record from the OMol25 dataset describes a cluster of 2 separate species, C2H6OSSi in total. The level of theory is ωB97M-V/def2-TZVPD.

```
11
Properties=species:S:1:pos:R:3
Si -1.282 -0.704 1.188
S -1.562 0.515 -0.504
H -0.243 0.113 1.811
H -2.526 -0.927 1.947
H -0.408 -1.713 0.583
H -1.924 1.897 -0.379
C 1.510 0.042 -1.414
C 1.753 0.336 -0.215
O 1.958 0.767 0.841
H 2.262 -0.429 -2.111
H 0.462 0.105 -1.748
```

## Properties
**HOMO level**: -9.19 eV
**SMILES**: [SiH3]S.C=C=O

=====

4.
This record from the OMol25 dataset describes a structure of composition C2H6P5. The level of theory is ωB97M-V/def2-TZVPD.

```
13
Properties=species:S:1:pos:R:3
C -1.945 1.960 2.275
C 2.416 -0.879 -1.810
P -0.999 -2.361 -0.562
P -1.745 -0.605 0.504
P -0.951 -0.473 -1.519
P 0.408 -1.205 0.684
P 1.232 0.266 -0.799
H -3.051 2.149 2.528
H -1.571 1.985 3.274
H -1.555 2.455 1.403
H 1.745 -1.355 -2.675
H 2.726 -1.704 -1.121
H 3.291 -0.232 -2.183
```

## Properties
**HOMO level (alpha / beta)**: -12.35 / -13.63 eV
**Multiplicity**: 3
**Total charge**: +1

=====

5.
This record from the OMol25 dataset describes a structure of composition C2H6S. The level of theory is ωB97M-V/def2-TZVPD.

```
9
Properties=species:S:1:pos:R:3
C -0.260 0.740 1.206
S 0.030 -0.687 0.403
C 0.181 0.398 -1.662
H -1.184 0.829 1.646
H 0.577 1.429 1.200
H 0.169 -0.500 -2.236
H -0.938 0.663 -1.582
H 0.647 1.315 -2.070
H 0.718 0.426 -0.667
```

## Properties
**HOMO level**: -8.05 eV

=====

6.
This record from the OMol25 dataset describes the ion C2H6S2 with charge -1. The level of theory is ωB97M-V/def2-TZVPD.

```
10
Properties=species:S:1:pos:R:3
C -0.388 1.429 0.667
S -1.213 0.046 1.600
S -0.775 -1.593 0.350
C 0.565 -1.284 -0.861
H -0.358 1.406 -0.412
H -0.859 2.360 1.050
H 0.607 1.568 1.124
H 1.562 -1.248 -0.405
H 0.521 -2.213 -1.560
H 0.337 -0.471 -1.554
```

## Properties
**HOMO level (alpha / beta)**: 0.64 / -2.92 eV
**Multiplicity**: 2
**Total charge**: -1

=====

7.
This record from the OMol25 dataset describes an isolated molecule of C2H6S2. The level of theory is ωB97M-V/def2-TZVPD.

```
10
Properties=species:S:1:pos:R:3
C -1.557 -0.340 0.458
C -0.079 0.201 0.372
S 1.109 -0.761 -0.577
S 2.883 0.424 -0.883
H -2.212 0.463 0.089
H -1.808 -0.546 1.502
H -1.696 -1.273 -0.055
H 0.489 0.203 1.297
H 0.126 1.233 0.040
H 2.745 0.395 -2.244
```

## Properties
**HOMO level**: -8.61 eV
**SMILES**: CCSS

=====

8.
This record from the OMol25 dataset describes a cluster of 2 separate species, C2H6S2 in total. The level of theory is ωB97M-V/def2-TZVPD.

```
10
Properties=species:S:1:pos:R:3
C 1.020 -0.450 -0.059
C 2.221 -0.003 -0.432
H 0.716 -0.951 0.845
H 0.145 -0.509 -0.661
H 3.205 -0.157 0.093
H 2.343 0.592 -1.423
S -3.044 -0.398 -0.165
S -2.198 1.399 0.785
H -3.167 -0.813 1.086
H -1.241 1.291 -0.069
```

## Properties
**HOMO level**: -9.12 eV
**SMILES**: C=C.SS

=====

9.
This record from the OMol25 dataset describes a cluster of 2 separate species, C2H6SSi in total. The level of theory is ωB97M-V/def2-TZVPD.

```
10
Properties=species:S:1:pos:R:3
C -1.376 -0.832 0.183
C -0.824 0.189 0.842
Si 0.579 1.043 -0.162
S 2.912 -0.654 0.487
H -2.204 -1.336 0.761
H -1.239 -1.157 -0.886
H -0.850 0.646 1.876
H 0.274 2.494 0.079
H 1.056 0.746 -1.475
H 2.892 -0.618 -0.869
```

## Properties
**HOMO level**: -8.48 eV

=====

10.
This record from the OMol25 dataset describes a cluster of 2 separate species, C2H7BNO3 in total. The level of theory is ωB97M-V/def2-TZVPD.

```
14
Properties=species:S:1:pos:R:3
B -1.961 -0.038 0.054
C -0.504 0.793 -0.056
C 1.445 -0.753 0.261
N 2.216 0.481 -0.144
O 0.077 1.763 -0.291
O -2.616 0.144 1.152
O -2.007 -0.819 -0.985
H 1.008 -1.299 -0.535
H 1.528 -1.136 1.247
H 1.561 1.336 -0.117
H 2.544 0.444 -1.126
H 3.107 0.566 0.482
H -3.593 -0.205 1.350
H -2.805 -1.278 -1.290
```

## Properties
**HOMO level (alpha / beta)**: -12.26 / -12.26 eV
**Total charge**: +1

=====

11.
This record from the OMol25 dataset describes an isolated molecule of C2H7BO. The level of theory is ωB97M-V/def2-TZVPD.

```
11
Properties=species:S:1:pos:R:3
B 1.876 -0.017 0.070
O 0.799 -0.710 0.487
C -0.423 -0.623 -0.261
C -1.299 0.503 0.245
H 2.957 -0.421 0.374
H 1.751 0.991 -0.570
H -0.204 -0.489 -1.321
H -0.921 -1.584 -0.139
H -0.831 1.467 0.047
H -2.268 0.476 -0.253
H -1.437 0.406 1.322
```

## Properties
**HOMO level**: -10.53 eV
**SMILES**: BOCC

=====

12.
This record from the OMol25 dataset describes an isolated molecule of C2H7BrN2. The level of theory is ωB97M-V/def2-TZVPD.

```
12
Properties=species:S:1:pos:R:3
C 0.810 0.938 0.390
N -0.013 0.043 -0.361
C 0.225 -1.412 -0.294
N -1.154 0.401 -0.757
Br -2.692 0.250 0.799
H 1.643 0.328 0.754
H 1.245 1.722 -0.181
H 0.109 1.275 1.320
H 1.411 -1.477 -0.371
H -0.097 -1.605 0.668
H -0.260 -2.032 -0.946
H -1.226 1.570 -1.022
```

## Properties
**HOMO level**: -8.33 eV
**SMILES**: CN(C)NBr

=====

13.
This record from the OMol25 dataset describes the ion C2H7BrN3O with charge +1. The level of theory is ωB97M-V/def2-TZVPD.

```
14
Properties=species:S:1:pos:R:3
N -0.605 -0.663 -1.120
C -0.636 -0.053 0.027
N -1.585 0.483 0.684
C 0.979 0.216 0.958
N 2.007 -0.098 0.155
O 0.850 1.457 1.506
Br 0.548 -1.120 2.386
H -1.443 -0.862 -1.677
H 0.244 -0.862 -1.475
H -2.567 0.330 0.365
H -1.487 1.078 1.590
H 2.815 0.325 0.513
H 2.131 -1.101 -0.038
H 1.345 1.604 2.286
```

## Properties
**HOMO level**: -14.11 eV
**Total charge**: +1
**SMILES**: NC(=[NH2+])[C@@](N)(O)Br

=====

14.
This record from the OMol25 dataset describes a cluster of 2 separate species, C2H7BrSi in total. The level of theory is ωB97M-V/def2-TZVPD.

```
11
Properties=species:S:1:pos:R:3
C -0.830 -1.337 2.588
Si 0.314 -1.169 1.301
Br 2.458 -1.358 2.020
H -1.817 -1.338 2.220
H -0.699 -1.820 3.557
H 0.241 -0.293 0.122
C 1.430 0.440 -2.307
H 1.962 0.286 -1.397
H 0.562 0.827 -1.675
H 1.045 -0.574 -2.644
H 2.061 0.930 -3.053
```

## Properties
**HOMO level**: -8.89 eV
**SMILES**: C=[SiH]Br.C

=====

15.
This record from the OMol25 dataset describes a cluster of 2 separate species, C2H7Cl3NSi in total. The level of theory is ωB97M-V/def2-TZVPD.

```
14
Properties=species:S:1:pos:R:3
C 0.262 -0.036 1.682
C -0.333 0.526 0.440
N -0.213 -0.275 -0.769
Si -3.763 0.161 -0.046
Cl -3.119 0.325 -1.906
Cl -4.728 -1.662 0.173
Cl -4.946 1.596 0.736
H -0.364 -0.823 2.241
H 1.201 -0.636 1.431
H 0.497 0.734 2.434
H 0.062 1.454 0.122
H -0.679 0.198 -1.598
H 0.770 -0.365 -0.997
H -0.588 -1.173 -0.814
```

## Properties
**HOMO level (alpha / beta)**: -11.61 / -14.70 eV
**Multiplicity**: 3
**Total charge**: +1

=====

16.
This record from the OMol25 dataset describes a structure of composition C2H7ClN2O3S. The level of theory is ωB97M-V/def2-TZVPD.

```
16
Properties=species:S:1:pos:R:3
C 1.819 0.378 0.318
C 0.293 0.155 0.056
N -0.053 0.262 -1.241
N 2.205 1.091 1.525
O -0.492 -0.118 0.940
O -3.323 1.037 0.399
O -2.547 -0.823 -0.794
S -2.743 -0.274 0.591
Cl -0.888 -3.101 -1.083
H 2.199 0.987 -0.524
H 2.134 -0.669 0.398
H 0.654 0.652 -1.851
H -1.066 0.002 -1.299
H 1.865 2.095 1.554
H 1.838 0.516 2.290
H -1.894 -2.190 -1.277
```

## Properties
**HOMO level (alpha / beta)**: -7.59 / -9.92 eV
**Multiplicity**: 3

=====

17.
This record from the OMol25 dataset describes a structure of composition C2H7ClN3. The level of theory is ωB97M-V/def2-TZVPD.

```
13
Properties=species:S:1:pos:R:3
C -0.646 -0.144 0.304
C 0.174 -1.244 -0.209
N 0.190 0.078 1.306
N 1.144 -0.806 0.790
N -0.284 1.443 -1.108
Cl -0.678 -2.749 0.408
H -1.611 0.184 0.244
H 0.616 -1.311 -1.210
H 0.264 0.734 1.962
H 1.800 -1.444 1.151
H -0.991 1.445 -1.862
H 0.610 1.663 -1.443
H -0.587 2.151 -0.332
```

## Properties
**HOMO level**: -13.78 eV
**Total charge**: +1

=====

18.
This record from the OMol25 dataset describes an isolated molecule of C2H7ClNOP. The level of theory is ωB97M-V/def2-TZVPD.

```
13
Properties=species:S:1:pos:R:3
C -0.687 -1.971 -0.789
N -0.263 -1.199 0.404
P 0.589 0.049 0.248
C -0.259 2.152 0.127
O 1.306 0.405 1.656
Cl 2.012 -0.022 -1.105
H -1.000 -1.195 -1.616
H -1.507 -2.483 -0.427
H 0.118 -2.592 -1.257
H -1.376 2.062 -0.200
H -0.291 2.272 1.166
H 0.352 2.729 -0.490
H 1.008 -0.208 2.282
```

## Properties
**HOMO level**: -8.83 eV
**SMILES**: CN=[P@@](C)(O)Cl

=====

19.
This record from the OMol25 dataset describes a cluster of 2 separate species, C2H7ClS in total. The level of theory is ωB97M-V/def2-TZVPD.

```
11
Properties=species:S:1:pos:R:3
C 0.009 1.159 -0.049
S 0.090 -0.614 -0.373
C -1.588 -1.068 0.108
H -0.754 1.640 -0.668
H -0.195 1.364 1.008
H 0.984 1.587 -0.303
H -1.775 -0.843 1.163
H -2.330 -0.559 -0.512
H -1.694 -2.145 -0.035
Cl 3.101 -0.593 -0.017
H 4.153 0.070 -0.322
```

## Properties
**HOMO level**: -8.44 eV
**SMILES**: CSC.Cl

=====

20.
This record from the OMol25 dataset describes a cluster of 2 separate species, C2H7ClSSi in total. The level of theory is ωB97M-V/def2-TZVPD.

```
12
Properties=species:S:1:pos:R:3
C 0.279 -0.290 1.623
C 0.459 0.036 -1.658
Si -0.546 -0.180 -0.047
S -1.992 2.616 0.328
Cl -2.202 -1.337 0.084
H 0.698 -1.236 1.716
H 1.124 0.254 1.743
H -0.482 -0.171 2.426
H -0.189 0.380 -2.471
H 1.269 0.613 -1.373
H 0.707 -0.979 -1.906
H -3.378 2.255 0.131
```

## Properties
**HOMO level**: -7.89 eV

=====

In the order shown, the computed max |F| values come out to 0.62 1.42 5.17 3.53 4.43 2.79 1.86 2.18 3.42 5.00 0.67 5.59 5.40 2.97 2.97 3.48 5.60 5.53 0.46 3.76 eV/A.